1.
Below is a cluster of 5 separate species, C5H20N10O5 in total, with properties calculated with ωB97M-V/def2-TZVPD.

Output
Kohn-Sham gap (spin up / spin down), eV: 2.2 / 8.7
Net charge: -1
2S+1: 2
LUMO energy (spin up / spin down), eV: 2.633 / 2.596

Each line ends with the natural charge from an NBO analysis.
Positions of all 40 atoms, in Å:
1 C 15.2792 10.0892 16.1936  0.76
2 O 15.5923 8.9980 16.6662  -0.72
3 N 14.5116 10.1568 15.1878  -0.82
4 N 15.4931 11.3301 16.6688  -0.86
5 H 13.8383 10.9040 15.0961  0.38
6 H 14.2728 9.2829 14.7414  0.39
7 H 15.4012 12.0044 15.9226  0.42
8 H 16.2465 11.3863 17.3392  0.40
9 C 19.3458 11.2546 17.9216  0.74
10 O 18.4732 10.5766 18.5300  -0.69
11 N 19.4673 12.5262 18.2535  -0.84
12 N 20.0773 10.8763 16.9171  -0.83
13 H 19.0054 12.7540 19.1224  0.41
14 H 20.1869 13.1378 17.8954  0.37
15 H 19.9219 9.9120 16.6600  0.42
16 H 20.6652 11.5175 16.4039  0.39
17 C 13.2785 12.4877 19.1684  0.74
18 O 13.8025 12.0551 20.1673  -0.68
19 N 12.0706 12.2636 18.6897  -0.86
20 N 13.8619 13.1920 18.2473  -0.85
21 H 11.8248 12.5294 17.7468  0.37
22 H 11.4071 11.8259 19.3129  0.39
23 H 14.7916 13.5093 18.4820  0.39
24 H 13.3688 13.5762 17.4540  0.35
25 C 15.3318 13.7724 13.6145  0.44
26 O 15.8388 12.9786 14.3378  -0.72
27 N 15.3979 13.6294 12.3850  -0.84
28 N 14.8118 14.9299 14.0044  -1.09
29 H 14.7649 14.1388 11.7850  0.37
30 H 15.7783 12.7168 12.1790  0.40
31 H 14.7966 15.1433 14.9915  0.36
32 H 14.9127 15.7163 13.3788  0.34
33 C 17.0809 4.9286 15.0586  0.75
34 O 16.9725 5.2391 13.9078  -0.66
35 N 17.2302 5.7780 16.0234  -0.81
36 N 17.0865 3.6814 15.5612  -0.85
37 H 17.2572 5.4771 16.9871  0.38
38 H 17.2680 6.7718 15.8468  0.43
39 H 17.0769 2.8335 15.0125  0.39
40 H 17.5353 3.4974 16.4471  0.37

Atomic forces in eV per Å
1.47 -0.78 3.96
1.27 -0.24 0.41
-4.32 -0.65 -5.86
1.14 -0.10 1.09
0.36 0.02 -0.23
-0.11 0.19 0.22
0.66 0.68 0.29
-0.05 0.31 -0.01
-3.89 -0.83 2.68
1.94 0.27 -1.26
0.40 2.75 1.21
1.51 -2.04 -2.05
0.11 0.25 -0.29
-0.22 -0.15 0.18
0.33 0.31 -0.49
-0.25 -0.49 0.00
0.35 -0.64 -0.43
-0.05 -0.22 1.48
-4.29 -1.81 0.92
3.75 2.99 -1.31
-0.23 -0.21 0.49
-0.06 -0.04 -0.54
-0.09 0.05 -0.61
0.49 0.14 0.16
-0.14 2.73 4.29
1.33 -3.17 3.47
0.23 -1.49 -7.91
-1.34 2.15 1.25
0.19 -0.34 -0.26
-0.22 0.13 -0.88
0.08 -0.03 -0.02
-0.23 0.14 0.04
0.22 -0.73 -0.71
-0.38 -0.02 -2.24
0.70 3.26 3.16
0.06 -3.65 0.73
-0.15 0.35 -0.31
-0.28 -0.12 0.01
-0.12 0.68 -0.51
-0.18 0.36 -0.13

***

2.
Below is the ion C5H7N3O2P with charge -1, with properties calculated with ωB97M-V/def2-TZVPD.

Output
Kohn-Sham gap (spin up / spin down), eV: 6.1 / 7.5
Net charge: -1
2S+1: 1
LUMO energy (spin up / spin down), eV: 3.378 / 3.774

Each line ends with the natural charge from an NBO analysis.
Positions of all 18 atoms, in Å:
1 C -2.6887 -1.5733 1.9666  0.12
2 C -1.3623 -0.4756 0.7056  0.28
3 C 0.5142 0.1907 -1.0324  -0.46
4 C 1.6317 1.0677 -0.5775  -0.75
5 C -0.8310 0.3975 -0.2683  -0.13
6 N -2.6380 -0.6886 0.9431  -0.52
7 N -1.5402 -1.8592 2.5326  -0.29
8 N -0.6604 -1.2181 1.7077  -0.37
9 O 2.0164 0.0383 2.0357  -1.17
10 O 0.1793 1.7960 1.5453  -1.09
11 P 1.5453 1.2713 1.3121  1.74
12 H -3.6418 -1.9791 2.4465  0.17
13 H 0.4441 0.5845 -2.0586  0.20
14 H 0.8999 -0.8278 -1.1311  0.21
15 H 2.5344 0.5797 -0.8496  0.21
16 H 1.4057 2.0405 -0.9547  0.21
17 H -1.6261 0.9726 -0.7554  0.20
18 H 0.2859 -1.2716 1.8962  0.43

Atomic forces in eV per Å
-1.52 0.11 1.42
1.60 -1.59 2.59
-1.87 0.22 -0.15
-0.05 0.15 2.60
0.71 -0.77 -1.73
-1.45 -0.52 -0.39
0.70 0.04 -1.41
-3.23 0.69 -1.52
0.10 -0.49 -0.34
-1.20 0.75 -0.02
1.53 -0.03 -0.33
1.39 0.80 -1.00
-0.90 -0.67 -0.03
-0.59 -0.19 0.48
1.19 0.32 -0.48
0.68 0.84 -0.30
0.52 -0.05 0.17
2.41 0.39 0.45

***

3.
Below is a cluster of 6 separate species, C34H63FN3O10S6 in total, with properties calculated with ωB97M-V/def2-TZVPD.

Output
Kohn-Sham gap, eV: 7.9
Net charge: +1
2S+1: 1
LUMO energy, eV: -3.361

Each line ends with the Mulliken charge.
Positions of all 117 atoms, in Å:
1 C 1.7946 -3.1884 2.4699  -0.81
2 C 1.0465 -2.0789 2.5846  -0.96
3 N -0.4311 -2.1977 2.7161  1.19
4 N -0.8546 -2.2429 3.9503  -1.27
5 C -2.1617 -2.3340 4.1262  -0.79
6 C -3.0517 -2.4210 2.9821  0.36
7 C -4.5776 -2.5255 3.2603  -0.66
8 C -5.3011 -1.2505 2.6713  -0.01
9 N -6.0861 -0.4868 3.6658  -0.72
10 C -2.5575 -2.3917 1.6268  -0.02
11 C -3.4446 -2.5039 0.3668  -0.59
12 C -3.7549 -4.0585 0.1727  -0.72
13 C -3.8082 -4.4968 -1.3438  -0.73
14 S -2.5171 -5.8051 -1.6280  -0.22
15 C -1.0935 -2.2460 1.5396  1.30
16 C -0.3921 -2.1546 0.1547  -0.92
17 C -0.0217 -0.6509 -0.1213  1.63
18 C -1.2674 0.2277 -0.4506  -0.52
19 F -1.9215 -0.1678 -1.6267  -0.35
20 H 2.6764 -3.2404 1.7949  0.34
21 H 1.5446 -4.1301 3.0083  0.25
22 H 1.4756 -1.0490 2.5726  0.95
23 H -2.6176 -2.3777 5.1322  0.36
24 H -4.7312 -2.5785 4.3667  0.56
25 H -4.9986 -3.4592 2.8215  0.23
26 H -5.9006 -1.5362 1.7695  0.28
27 H -4.5007 -0.5719 2.2770  0.14
28 H -5.9083 0.4966 3.4381  0.03
29 H -7.0657 -0.6098 3.3867  0.30
30 H -4.3798 -1.9133 0.4412  0.25
31 H -2.8907 -2.1031 -0.5126  0.26
32 H -2.8747 -4.5781 0.6265  0.50
33 H -4.6404 -4.3648 0.7728  0.36
34 H -3.6994 -3.6499 -2.0518  0.34
35 H -4.7714 -5.0398 -1.4919  0.41
36 H -1.3377 -5.1352 -1.4235  0.10
37 H 0.5116 -2.8104 0.1658  0.26
38 H -1.0485 -2.5804 -0.6407  0.53
39 H 0.3942 -0.2208 0.8262  -0.58
40 H 0.7763 -0.5754 -0.8842  -0.59
41 H -1.9399 0.1748 0.4485  0.17
42 H -0.9887 1.3068 -0.5372  0.44
43 C 4.3840 1.9915 1.2597  -0.33
44 C 5.1946 2.1171 -0.0343  -1.03
45 C 4.7374 0.9968 -0.9748  -0.50
46 S 3.0399 0.6392 -0.5346  1.39
47 O 2.9743 -0.7050 -0.0001  -0.57
48 O 2.1647 1.0860 -1.5967  -0.75
49 C 2.9376 1.7954 0.8233  -0.57
50 H 4.4941 2.8704 1.8948  0.43
51 H 4.7246 1.1211 1.8262  0.11
52 H 4.9957 3.0884 -0.4950  0.36
53 H 6.2668 2.0581 0.1538  0.41
54 H 4.7806 1.3013 -2.0187  0.24
55 H 5.3204 0.0876 -0.8296  0.43
56 H 2.3033 1.3898 1.6093  0.09
57 H 2.5130 2.7239 0.4378  0.40
58 C 4.4650 -0.5901 6.6092  -0.69
59 C 2.9577 -0.5446 6.8804  -0.56
60 C 2.3584 0.5256 5.9625  -0.71
61 S 3.4254 0.6046 4.5246  0.92
62 O 4.0615 1.8960 4.4916  -0.73
63 O 2.7220 0.0683 3.3755  -0.62
64 C 4.6128 -0.6016 5.0919  -0.67
65 H 4.9317 -1.4643 7.0626  0.38
66 H 4.9421 0.3014 7.0246  0.30
67 H 2.5167 -1.5178 6.6482  0.27
68 H 2.7421 -0.3296 7.9271  0.34
69 H 1.3481 0.2680 5.6476  0.31
70 H 2.3604 1.5070 6.4359  0.41
71 H 5.6100 -0.3258 4.7536  0.42
72 H 4.3289 -1.5697 4.6757  0.38
73 C -6.2295 4.4098 5.4664  -0.62
74 C -5.5056 5.4656 4.6243  -0.64
75 C -4.5015 4.7306 3.7302  -0.67
76 S -5.1763 3.0919 3.4623  1.20
77 O -4.3019 2.1238 4.0852  -0.60
78 O -5.5971 2.9650 2.0875  -0.71
79 C -6.6191 3.3011 4.4951  -0.67
80 H -7.1022 4.8233 5.9715  0.36
81 H -5.5516 4.0175 6.2293  0.30
82 H -6.2319 5.9961 4.0033  0.31
83 H -5.0065 6.2069 5.2485  0.33
84 H -4.3752 5.2280 2.7702  0.35
85 H -3.5347 4.6198 4.2208  0.35
86 H -6.8606 2.3609 4.9892  0.41
87 H -7.4447 3.6119 3.8534  0.41
88 C 2.8017 -2.4103 -6.1033  -0.75
89 C 1.5896 -1.6831 -5.5141  -0.02
90 C 1.9892 -1.1718 -4.1263  -0.55
91 S 3.7623 -0.9119 -4.1829  1.29
92 O 4.3922 -1.8436 -3.2770  -0.72
93 O 4.0373 0.5057 -4.1377  -0.72
94 C 3.9942 -1.4956 -5.8540  -0.74
95 H 2.6724 -2.6174 -7.1655  0.41
96 H 2.9463 -3.3640 -5.5875  0.34
97 H 1.3263 -0.8380 -6.1559  -0.32
98 H 0.7166 -2.3347 -5.4565  0.42
99 H 1.4964 -0.2318 -3.8834  0.38
100 H 1.7820 -1.9103 -3.3516  0.19
101 H 4.9521 -2.0054 -5.9389  0.47
102 H 3.9692 -0.6287 -6.5162  0.27
103 C 1.0166 2.4768 -7.5497  -0.44
104 C 1.7638 3.4633 -8.4531  -0.69
105 C 2.7400 2.6518 -9.3111  -0.65
106 S 2.0174 1.0202 -9.4850  1.11
107 O 2.8686 0.0659 -8.8137  -0.57
108 O 1.5839 0.8318 -10.8449  -0.71
109 C 0.5885 1.3276 -8.4562  -0.70
110 H 0.1595 2.9426 -7.0628  0.40
111 H 1.6896 2.1080 -6.7698  0.18
112 H 1.0481 3.9794 -9.0983  0.31
113 H 2.2884 4.2233 -7.8735  0.35
114 H 2.8732 3.0917 -10.2976  0.36
115 H 3.7068 2.5407 -8.8207  0.37
116 H 0.3244 0.4237 -7.9102  0.32
117 H -0.2328 1.6255 -9.1091  0.37

Atomic forces in eV per Å
-0.23 -0.30 0.13
0.72 -0.22 -0.45
2.32 0.09 -0.81
-1.56 0.12 1.02
-0.81 -0.29 -2.06
-0.48 -0.33 -0.64
0.52 0.29 0.08
0.63 0.20 -0.50
-0.42 -0.04 -1.20
1.19 0.82 1.85
0.24 -0.67 0.31
1.03 0.69 -0.07
0.06 -0.41 1.16
-0.06 0.31 -0.32
-2.80 -0.66 -0.50
0.28 -0.08 0.72
-0.52 0.11 -0.07
0.78 0.25 1.02
0.29 -0.01 0.80
-0.01 0.66 1.42
-0.52 0.45 -1.20
-0.82 -1.04 -0.84
0.79 0.10 -0.58
0.00 0.16 -0.92
0.43 0.62 0.28
0.30 0.12 0.83
-0.64 -0.48 0.35
0.04 -0.41 0.43
0.27 -0.02 0.53
0.72 -0.36 0.13
-0.49 -0.35 0.69
-0.86 0.20 -0.32
0.47 0.24 -0.64
-0.17 -0.59 0.46
0.82 0.47 -0.34
-0.86 0.04 -0.05
-0.58 0.79 0.05
0.37 0.50 0.76
-0.20 -0.26 -0.84
-0.84 -0.14 0.38
-0.03 -0.11 -1.05
-0.06 -0.92 -0.23
0.16 0.01 -0.06
-0.08 0.09 0.06
0.52 0.22 -0.08
0.86 0.67 0.06
-0.29 -0.10 -0.17
-0.30 -0.49 0.09
-0.04 0.23 0.28
-0.04 -0.10 0.03
-0.07 0.05 -0.01
0.01 -0.04 0.01
-0.05 -0.01 -0.04
-0.16 -0.24 -0.02
-0.17 -0.06 -0.04
0.02 -0.04 -0.15
0.01 -0.07 -0.09
-0.05 0.13 0.10
0.03 -0.16 0.04
-0.32 -0.11 0.36
0.20 -0.26 0.57
-0.20 -0.01 -0.34
0.27 0.58 0.10
0.24 -0.27 0.16
0.00 0.04 -0.04
0.03 -0.05 -0.04
0.02 0.04 0.00
-0.02 0.01 -0.06
0.05 0.13 -0.12
0.07 0.02 -0.15
-0.10 0.08 -0.14
-0.02 0.07 -0.05
0.13 0.04 0.07
-0.13 0.07 0.02
0.15 0.46 0.10
-0.27 0.65 0.09
0.02 -0.19 -0.34
0.25 -0.46 0.04
-0.26 0.05 0.33
0.03 -0.04 -0.02
-0.06 -0.02 -0.01
0.03 -0.03 0.02
-0.01 -0.03 -0.05
0.06 -0.20 -0.03
-0.04 -0.13 -0.05
0.08 -0.06 -0.13
0.08 -0.05 -0.05
-0.08 -0.10 0.01
-0.03 -0.04 -0.10
-0.58 0.00 -0.09
-0.15 -0.04 -0.49
0.09 0.32 0.20
0.25 -0.12 0.28
-0.01 -0.16 -0.35
0.05 0.06 0.03
0.03 0.03 -0.02
0.07 -0.03 0.01
0.02 0.05 0.01
0.19 -0.01 0.18
0.16 0.05 0.03
0.03 0.11 0.15
-0.01 -0.02 0.04
0.09 0.01 0.06
-0.09 0.08 0.02
0.15 0.47 0.12
-0.24 0.25 -0.15
-0.02 -0.15 -0.08
0.21 -0.28 0.09
-0.22 0.15 0.35
0.03 -0.04 -0.01
-0.05 -0.01 -0.01
0.02 -0.04 0.02
-0.01 -0.03 -0.05
0.05 -0.20 -0.02
-0.04 -0.13 -0.04
0.06 -0.07 -0.16
0.07 -0.07 -0.04

***

Table of max |F| (eV Å⁻¹), in record order: 8.1, 3.6, 2.9